Here is 3 unconnected molecules or ions with the total composition C7H14N2 from OMol25. Energies are from the ωB97M-V functional and the def2-TZVPD basis.

The geometry in XYZ format:
```
23
Properties=species:S:1:pos:R:3:forces:R:3
C 0.314464 0.468215 -0.623213 -0.01 -1.00 0.56
C 0.349157 -0.773409 1.452817 -0.04 0.15 -0.34
C -2.749051 -0.885441 -0.705218 -0.07 -0.08 -0.05
N 0.092800 -0.653925 0.017777 0.53 0.60 -0.26
C -1.984639 0.186472 -0.037825 -0.96 0.34 0.01
N 0.805247 1.622907 -0.153139 0.12 0.23 0.13
C 2.356643 -1.019875 -0.585797 0.95 -0.23 -0.24
C -2.375609 1.260965 0.609197 -0.05 0.02 0.01
C 3.426990 -0.252138 -0.671595 -0.12 0.16 0.04
H 0.085491 0.468363 -1.681736 -0.04 0.03 -0.04
H 1.036861 2.360623 -0.795246 -0.04 -0.07 0.04
H 1.203069 1.674923 0.769438 -0.05 -0.02 -0.04
H 2.364460 -2.090879 -0.779813 -0.17 0.06 0.06
H 0.900680 -1.697269 1.612268 0.00 -0.01 0.04
H 0.921153 0.038407 1.911904 0.00 0.01 -0.01
H -0.615151 -0.843198 1.957677 0.02 0.00 0.04
H -2.580094 -1.845656 -0.211169 0.00 0.05 -0.01
H -3.828439 -0.676638 -0.706927 0.09 0.00 0.02
H -2.425025 -1.012966 -1.742434 0.00 0.01 0.05
H -1.675746 1.973685 1.038467 0.00 -0.02 -0.03
H -3.436031 1.499850 0.743103 0.05 -0.05 0.01
H 3.388739 0.824125 -0.492370 -0.03 -0.09 -0.01
H 4.424031 -0.627140 -0.926165 -0.17 -0.07 0.03
```
Forces are in eV/Å.

Values from the calculation:
Energy above the lowest of the compared OMol25 structures with the same formula, charge and spin = 171.13 kcal/mol
Highest occupied orbital energy (spin up / spin down) = -6.45 / -7.26 eV
E_tot = -10458.946 eV
Net charge = 0
HOMO-LUMO gap (spin up / spin down) = 7.26 / 8.07 eV
E_LUMO (spin up / spin down) = 0.82 / 0.81 eV